Here is 8 unconnected molecules or ions with the total composition C28H68I2N3O7 from the OMol25 dataset. Energies are from ωB97M-V/def2-TZVPD.

## Properties
- electronic energy (Eh) = -2393.75299
- largest force on an atom (eV/A) = 0.80
- E_LUMO (hartree) = -0.1044

```
! RIJCOSX wB97M-V def2-TZVPD def2/J DEFGRID3
* xyz 1 1
H -4.95 -6.71 0.22
H 2.49 -4.29 -3.21
C 3.43 -2.35 -3.32
H -1.22 -6.20 2.29
I -1.93 -1.38 0.72
O -5.02 -0.85 4.56
H -7.28 0.03 3.07
H 6.83 1.28 -5.71
H 3.00 2.43 4.65
H -5.01 0.81 6.69
C -2.98 -6.57 1.09
H -0.91 -1.79 3.15
H 9.51 1.95 -8.28
O 2.49 -0.97 -6.84
H -4.68 0.10 0.32
C -5.16 -1.21 5.95
O 3.96 -2.38 -1.99
H 0.99 3.37 6.00
H 7.10 1.24 -8.17
H -6.04 1.23 0.43
H -0.80 4.86 0.25
C -4.52 -0.15 6.83
H -1.97 3.56 -0.08
C -6.44 -0.76 1.24
H 3.78 2.13 -7.19
C 7.73 1.69 -6.17
O -2.39 -6.06 -0.10
N 1.05 3.11 1.23
H -1.23 3.42 -2.16
C 0.43 1.09 1.84
C -0.92 3.85 -0.15
H 1.13 4.97 6.72
H 1.47 2.13 -6.03
H 1.74 4.39 3.94
C -5.52 0.42 0.95
H 1.75 -1.49 -4.38
C 1.44 1.99 1.94
H 3.13 1.09 -8.47
H 4.54 0.58 -7.56
H 0.71 0.58 -5.62
C -7.62 -0.34 2.10
N -0.53 3.83 -1.56
I 1.78 -1.56 1.47
C -6.63 -1.41 6.28
H 4.46 3.40 4.50
H -2.53 -5.11 -0.10
C 1.69 4.06 6.47
H 0.37 3.42 -1.73
C -1.97 0.02 3.39
H 3.50 5.12 6.01
C 2.68 0.39 -6.47
H 2.85 -3.76 -4.86
C 7.45 2.10 -7.61
H 4.05 2.66 6.05
H -4.65 -5.21 1.09
H -8.27 -1.20 2.29
C 2.84 4.39 5.54
H -3.47 -0.02 6.57
H -5.39 -1.52 2.72
O -5.72 -1.82 1.86
H -4.59 -0.42 7.88
H 4.19 -1.86 -3.93
H 6.66 3.83 -7.17
H 8.04 2.56 -5.58
H 8.52 0.94 -6.12
C 2.15 -1.55 -3.36
C 3.64 3.15 5.17
C -0.15 2.90 0.70
H -4.63 -2.16 6.06
H 4.15 -4.33 -3.80
H -2.81 -7.65 1.06
H -4.95 -6.70 2.00
H 9.03 3.57 -7.75
H 2.06 -0.99 -7.70
H -2.40 -4.90 2.32
H -6.81 -1.16 0.29
H -6.76 -1.72 7.32
H 1.38 -2.00 -2.72
H 2.38 1.90 2.44
C 3.59 1.09 -7.48
N -0.55 1.69 1.06
C 1.34 1.10 -6.35
H 8.47 2.96 -9.31
C -1.02 -0.87 2.59
C -4.47 -6.29 1.11
H -2.83 -0.57 3.67
H -5.49 -0.02 4.43
H -7.19 -0.48 6.13
H -7.07 -2.17 5.64
H 0.82 1.09 -7.30
H -2.37 0.86 2.83
C 3.22 -3.77 -3.83
H 3.31 -2.82 -1.43
H -5.10 0.82 1.88
H -1.41 1.25 0.78
H 2.05 3.61 7.40
O 6.38 3.05 -7.66
H 1.57 3.97 1.11
H 2.32 -0.53 -2.99
H -1.46 0.36 4.28
C -2.28 -5.99 2.31
H -2.70 -6.39 3.24
H 3.17 0.37 -5.50
H -8.21 0.44 1.63
C 8.69 2.68 -8.28
C 0.38 -0.28 2.45
H 0.74 -0.18 3.47
O 2.34 5.02 4.35
*
```

Here are the Mulliken charges for atoms 1 to 4, given in e:
1. H 0.316
2. H 0.316
3. C 0.407
4. H 0.305